This record from the Open Molecules 2025 dataset describes a molecular structure, C27H61P2Si4TeW in a non-equilibrium geometry. The level of theory is ωB97M-V/def2-TZVPD.

XYZ file:
```
96
Properties=species:S:1:pos:R:3:lowdin_charge:R:1
W 1.49550 -1.08649 0.41900 0.73
C 3.25005 -2.86171 3.22176 0.00
C 3.03654 -1.65736 2.34622 -0.23
C 3.90136 -1.45098 1.26304 -0.22
C 5.01254 -2.44250 1.05007 0.00
C 3.79535 -0.26596 0.46775 -0.26
C 4.73152 0.02428 -0.67642 -0.01
C 2.98063 0.79892 0.93630 -0.25
C 3.08605 2.15028 0.28283 0.00
C 2.05755 0.57096 1.98004 -0.29
C 1.19473 1.70819 2.47031 -0.03
C 1.99476 -0.71976 2.63173 -0.30
C 1.02798 -0.93177 3.77313 -0.02
H 2.56811 -2.90389 4.06247 0.09
H 4.26181 -2.82063 3.62964 0.12
H 3.18451 -3.79440 2.66520 0.08
H 5.59354 -2.51892 1.97069 0.11
H 5.69797 -2.15234 0.26232 0.09
H 4.64342 -3.44392 0.84197 0.08
H 5.11031 -0.86777 -1.15844 0.06
H 5.59979 0.57736 -0.30734 0.13
H 4.25304 0.64395 -1.43040 0.09
H 4.13339 2.44251 0.20314 0.11
H 2.57103 2.91605 0.85065 0.08
H 2.68167 2.14101 -0.73068 0.09
H 0.73735 2.25152 1.64535 0.05
H 1.81699 2.41267 3.02823 0.13
H 0.40410 1.38268 3.13503 0.08
H 1.40708 -0.48547 4.69522 0.12
H 0.86018 -1.98870 3.96026 0.07
H 0.05969 -0.49020 3.55736 0.07
C 0.91832 -4.51142 1.44355 -0.21
P 0.07342 -3.07863 0.71823 0.70
C -1.44849 -2.92417 1.67640 -0.21
C -0.43765 -3.62919 -0.94460 -0.38
C 0.78613 -3.76943 -1.84005 -0.35
P 2.01167 -2.40587 -1.64206 0.75
C 3.57412 -3.31458 -1.74703 -0.21
C 1.96975 -1.43076 -3.16712 -0.23
H 0.31427 -5.40938 1.30124 0.08
H 1.05102 -4.35780 2.51361 0.05
H 1.89739 -4.66873 0.99105 0.04
H -2.00219 -3.86432 1.63300 0.08
H -2.06595 -2.12234 1.27290 0.02
H -1.22599 -2.69814 2.71922 0.05
H -1.14024 -2.88600 -1.33066 0.07
H -0.97691 -4.57599 -0.86417 0.11
H 0.50618 -3.84555 -2.89242 0.11
H 1.32323 -4.68846 -1.59367 0.09
H 3.56455 -3.90944 -2.66274 0.08
H 3.67606 -3.99116 -0.90243 0.04
H 4.42901 -2.64808 -1.78655 0.04
H 2.21689 -2.07268 -4.01478 0.07
H 2.69501 -0.61876 -3.11241 0.05
H 0.97854 -1.00465 -3.31946 0.03
C -1.25356 4.26970 1.48678 -0.19
Si -1.43264 3.99964 -0.35222 0.39
C -2.90694 4.89865 -1.04822 -0.20
C 0.14546 4.26892 -1.31152 -0.19
Si -2.33208 1.81669 -0.73487 0.24
Te -0.40475 0.21564 -0.55655 0.89
Si -2.96639 1.52186 -3.03115 0.35
C -2.79263 -0.28666 -3.47434 -0.21
C -4.74510 2.06725 -3.01174 -0.19
C -1.86773 2.57702 -4.09524 -0.19
Si -3.83230 1.07009 0.96041 0.35
C -2.85123 0.71242 2.51896 -0.21
C -5.01439 2.48343 1.19864 -0.19
C -4.68762 -0.46202 0.32365 -0.20
H -0.20982 4.44280 1.75639 0.03
H -1.63150 3.43876 2.08648 0.01
H -1.81688 5.15860 1.77979 0.05
H -2.77851 5.96126 -0.81403 0.06
H -3.84759 4.58493 -0.59167 0.03
H -2.98959 4.80668 -2.13212 0.03
H 0.90533 4.70994 -0.66360 0.04
H -0.01532 4.95705 -2.14302 0.05
H 0.54465 3.34276 -1.73257 0.00
H -3.59374 -0.88325 -3.03264 0.04
H -1.83346 -0.71258 -3.16775 -0.02
H -2.85900 -0.39466 -4.56019 0.05
H -5.32495 1.53345 -2.25618 0.03
H -5.19646 1.84485 -3.98307 0.06
H -4.85381 3.13887 -2.84085 0.04
H -0.82715 2.24380 -4.06435 0.04
H -1.89637 3.63488 -3.82712 0.03
H -2.20091 2.49658 -5.13391 0.06
H -2.82359 1.58259 3.17726 0.04
H -1.82177 0.40385 2.32049 -0.03
H -3.34308 -0.09431 3.06932 0.05
H -4.52223 3.40342 1.51917 0.04
H -5.72035 2.20199 1.98645 0.06
H -5.60017 2.68999 0.30103 0.04
H -5.16511 -0.99776 1.14760 0.05
H -4.00314 -1.15357 -0.17629 0.02
H -5.47024 -0.20568 -0.39268 0.04
```

Output
Molecular weight ... 871.52 g mol⁻¹
Total charge ... +3
LUMO (alpha / beta) ... -10.659 / -10.128 eV
HOMO-LUMO gap (alpha / beta) ... 5.443 / 5.946 eV
F_max ... 1.43 eV/Å